Below is an isolated molecule of C18H21N3O6, with properties calculated with ωB97M-V/def2-TZVPD.

```
48
Properties=species:S:1:pos:R:3:forces:R:3:mulliken_charge:R:1
C -2.96021 -1.87244 3.11057 0.33 -0.19 -0.23 -1.0571
C -2.21145 -2.83528 2.19592 -0.62 -0.11 0.21 -0.0641
O -0.83467 -2.50933 2.08313 0.29 0.06 -0.31 -0.5654
C -0.44974 -1.29313 1.59899 -0.05 0.15 -0.12 0.1104
C 0.67846 -0.75408 2.19741 0.01 0.16 -0.22 -0.7777
C 1.26001 0.43624 1.76140 -0.72 -0.20 -0.20 0.4694
C 2.45781 0.92812 2.41102 0.59 0.32 -0.15 -0.7310
C 3.49702 1.56389 1.84018 -0.23 -0.08 0.76 -0.7188
C 3.73552 1.71880 0.42324 0.14 -0.10 -0.90 0.5681
N 3.14274 0.94446 -0.44515 0.05 -0.20 0.13 -0.4430
C 3.41343 1.08743 -1.75243 0.40 0.43 -0.07 0.6472
O 2.80610 0.23144 -2.56021 -0.05 -0.05 -0.24 -0.5248
C 4.29784 2.03614 -2.23540 -0.28 -0.26 0.66 -0.1453
N 4.53766 2.17651 -3.64578 0.05 0.00 -0.01 0.8568
O 5.67587 2.36518 -4.00320 0.39 0.03 -0.13 -0.5453
O 3.57660 2.09235 -4.38015 -0.35 0.03 -0.33 -0.5510
C 5.00001 2.90126 -1.31166 -0.22 -0.22 -0.27 0.4400
O 5.77648 3.78876 -1.55563 0.22 0.25 0.01 -0.6273
N 4.64620 2.63665 0.02932 -0.08 -0.04 0.33 -0.1044
C 0.61334 1.14307 0.75085 -0.05 -0.09 0.34 -0.9509
C -0.52068 0.63352 0.15511 -0.15 0.01 -0.11 -0.4303
C -1.05454 -0.60098 0.52344 0.26 -0.15 0.29 1.0766
O -2.12642 -1.17944 -0.07265 0.07 -0.12 0.27 -0.2565
C -2.72734 -0.60632 -1.23065 -0.20 -0.03 -0.67 0.1199
C -1.85736 -0.84366 -2.46486 -0.07 0.09 0.41 -1.2432
C -4.09355 -1.28237 -1.37999 0.21 0.31 0.35 -0.6102
C -5.05887 -0.88624 -0.26948 0.10 -0.12 -0.19 -1.0360
H -3.98475 -2.21063 3.24048 -0.13 0.00 0.01 0.3833
H -2.97010 -0.87125 2.68415 -0.07 0.11 -0.02 0.2009
H -2.47740 -1.82760 4.08429 0.01 0.01 0.10 0.3418
H -2.68663 -2.87609 1.21216 0.11 -0.08 0.19 0.0210
H -2.20310 -3.83915 2.62892 -0.03 0.12 -0.08 0.4216
H 1.12986 -1.31993 2.99782 0.01 -0.08 0.14 0.5073
H 2.50022 0.76704 3.48174 0.09 0.06 0.08 0.4364
H 4.27822 1.96252 2.47407 0.03 -0.03 0.12 0.3608
H 2.25774 -0.36236 -2.02591 0.10 0.12 0.16 0.3848
H 5.11653 3.21810 0.71436 -0.09 -0.05 -0.14 0.2212
H 0.98434 2.10721 0.44278 0.02 0.07 -0.06 0.4751
H -0.99013 1.21096 -0.62497 -0.07 0.01 -0.08 0.4577
H -2.88278 0.47030 -1.07530 0.02 -0.11 0.04 0.3641
H -1.73896 -1.91213 -2.62864 0.00 -0.11 -0.03 0.3257
H -2.32634 -0.40262 -3.33965 -0.03 0.06 -0.10 0.4249
H -0.87147 -0.40273 -2.33985 0.09 0.03 -0.06 0.2318
H -4.51115 -1.00437 -2.34839 0.05 -0.04 -0.06 0.4157
H -3.94366 -2.36319 -1.37063 0.06 -0.05 -0.12 0.3105
H -5.24918 0.18489 -0.29216 -0.05 0.10 0.05 0.3163
H -6.00597 -1.40561 -0.39043 -0.12 -0.01 0.06 0.3979
H -4.64554 -1.14393 0.70185 0.00 0.00 0.14 0.0952
```
Positions in Å, forces in eV/Å.

Summary:
Total energy, eV: -35758.9618
Charge: 0
Maximum force, hartree/bohr: 0.0178


Below is an isolated molecule of C2H4 at a distorted geometry, with properties calculated with ωB97M-V/def2-TZVPD.

```
6
Properties=species:S:1:pos:R:3:forces:R:3:mulliken_charge:R:1
C 0.49645 -0.34227 0.24710 0.49 -1.58 0.74 -0.4355
C -0.47520 0.36599 -0.25163 -0.60 -0.67 -1.28 -0.4578
H 1.02387 -0.07635 1.16916 0.04 -0.01 -0.57 0.2349
H 0.62836 -1.34361 -0.17948 0.45 0.36 0.35 0.2055
H -0.72237 1.29962 0.12806 -0.55 1.63 0.59 0.2593
H -1.05736 -0.02197 -1.09055 0.16 0.27 0.18 0.1935
```
Positions in Å, forces in eV/Å.

Summary:
Total energy, eV: -2137.7842
Charge: 0
Maximum force, hartree/bohr: 0.0354


Below is a structure of composition C25H28CaCl2FN7O4S2 at a distorted geometry, with properties calculated with ωB97M-V/def2-TZVPD.

```
70
Properties=species:S:1:pos:R:3:forces:R:3:mulliken_charge:R:1
Ca -0.56583 -0.18682 -0.10438 -0.76 0.28 1.04 2.2042
C -3.46604 -0.98531 -1.27857 -0.11 -0.11 -0.11 -0.7733
C -3.61439 0.52715 -1.15960 -0.20 0.01 0.05 -1.1182
N -2.33880 1.23846 -1.12472 -0.13 0.07 -0.17 0.1689
C -1.86568 1.73845 -2.40455 -0.06 0.30 -0.01 -1.6086
C -1.17432 0.67816 -3.21349 0.04 0.01 -0.25 0.9664
C -1.12191 0.70936 -4.60044 0.00 0.00 0.05 -1.0995
C -0.41068 -0.28088 -5.25513 0.01 -0.02 0.01 -0.5604
C 0.21572 -1.27324 -4.51722 -0.01 0.01 0.10 -1.1974
C 0.11364 -1.22914 -3.13335 0.05 -0.02 -0.32 0.4600
C 0.77493 -2.23817 -2.23716 0.24 -0.15 -0.04 -1.1245
N -0.02048 -2.46623 -1.03387 0.12 -0.11 0.11 0.3391
C -1.24628 -3.22476 -1.29273 -0.11 -0.13 -0.03 -0.6938
C -2.33084 -2.92795 -0.26279 -0.03 -0.16 0.02 -1.1632
N -2.63718 -1.50627 -0.19857 -0.20 0.01 0.01 -0.0449
N -0.56704 -0.27223 -2.51455 -0.07 -0.06 -0.23 1.0560
H -2.99470 -1.24035 -2.23025 -0.03 0.00 0.00 0.3041
H -4.46967 -1.43750 -1.28483 0.04 0.02 -0.01 0.5426
H -4.13735 0.75133 -0.22753 0.01 -0.04 -0.02 0.4306
H -4.24420 0.88107 -1.98701 0.00 0.01 0.05 0.3633
H -2.36954 1.98833 -0.44412 0.07 0.02 0.01 0.2694
H -1.12213 2.51301 -2.19211 -0.02 0.02 -0.03 0.2455
H -2.66622 2.19370 -3.00552 0.04 -0.01 0.05 0.4677
H -1.62802 1.49087 -5.14969 -0.02 0.02 0.00 0.5199
H -0.35360 -0.28725 -6.33535 0.00 0.00 -0.02 0.4254
H 0.76412 -2.06870 -5.00217 0.02 -0.02 0.01 0.5258
H 1.73812 -1.82942 -1.91888 0.00 -0.02 -0.04 0.3452
H 0.96131 -3.16174 -2.80231 0.02 0.03 0.04 0.4995
H 0.56448 -2.95483 -0.36244 -0.03 -0.01 0.03 -0.3830
H -1.05846 -4.30650 -1.32140 -0.03 0.06 -0.02 0.3941
H -1.60420 -2.94515 -2.28640 -0.01 -0.01 0.01 0.4024
H -1.98310 -3.23140 0.72776 0.01 0.00 0.00 0.3789
H -3.21557 -3.53704 -0.50181 0.04 0.01 0.03 0.4212
H -3.04527 -1.26157 0.70014 0.03 0.01 0.01 0.3105
S -2.45233 1.20145 2.24849 -0.06 0.06 -0.21 -0.3702
C -1.19405 0.27854 2.88430 0.00 0.02 0.14 0.0503
N -0.64272 -0.78282 2.32316 -0.07 -0.14 -0.08 -0.2222
C 0.24973 -1.40707 3.16984 0.21 -0.11 0.24 -0.7220
C 0.86254 -2.63652 2.93047 -0.06 0.09 0.04 -0.5228
C 1.71363 -3.16576 3.88342 0.00 -0.04 0.01 -0.8212
C 1.97678 -2.48047 5.06943 0.06 -0.05 0.02 -0.5877
C 1.36154 -1.26936 5.33267 -0.03 0.05 0.02 -0.5564
C 0.48699 -0.74928 4.38960 -0.01 -0.06 -0.09 0.9977
S -0.50950 0.67170 4.46701 -0.01 -0.07 -0.09 -0.2610
H 0.65502 -3.17103 2.01227 -0.01 0.01 0.03 0.5634
H 2.16578 -4.13615 3.71703 0.00 -0.02 -0.02 0.6370
H 2.64992 -2.90797 5.80044 0.00 -0.01 0.01 0.3789
H 1.54229 -0.75016 6.26441 0.00 0.01 0.02 0.4042
Cl 3.11514 -1.69187 0.69493 0.15 -0.19 -0.06 -0.0100
C 3.77438 -3.27288 1.12336 -0.04 0.10 0.05 -0.4721
Cl 2.68611 -4.58353 0.60490 0.02 -0.10 -0.08 -0.1586
H 3.86741 -3.34257 2.20168 -0.01 0.07 -0.03 0.2742
H 4.72555 -3.42395 0.62593 -0.03 0.05 -0.01 0.3909
F 2.91241 7.00586 1.30074 0.00 0.00 -0.01 -0.3108
C 2.06566 6.00093 1.05343 0.09 -0.17 0.03 0.1378
C 2.45825 4.72406 1.15833 -0.01 0.36 0.00 0.1504
N 1.60330 3.68216 0.92068 -0.16 -0.13 0.02 0.2405
C 2.02774 2.29375 0.97184 0.00 -0.10 -0.20 -0.5844
C 1.81376 1.61235 -0.40673 0.25 0.31 -0.06 0.1026
O 1.96796 2.27116 -1.42489 0.05 0.04 0.10 -0.7444
O 1.47843 0.38731 -0.32053 0.80 -0.02 0.02 -0.6166
C 0.31397 3.89585 0.50878 0.01 0.08 -0.04 0.1200
O -0.44891 2.98444 0.23720 -0.11 -0.11 -0.05 -0.5099
N -0.06565 5.21663 0.42651 -0.03 -0.05 0.01 -0.0264
C 0.70562 6.35253 0.66708 0.10 -0.01 0.01 0.2990
O 0.25466 7.46687 0.55092 -0.01 0.00 0.00 -0.6360
H 3.46766 4.46457 1.44176 0.01 0.02 0.00 0.3841
H 1.46900 1.75841 1.74130 -0.01 0.03 -0.02 0.0778
H 3.08613 2.26509 1.22827 0.00 0.00 -0.02 0.4326
H -1.02503 5.38030 0.15700 0.01 0.00 0.00 0.2173
```
Positions in Å, forces in eV/Å.

Summary:
Total energy, eV: -112879.1026
Charge: 0
Maximum force, hartree/bohr: 0.0256


Below is a cluster of 2 separate species, C2H4IN4 in total at a distorted geometry, with properties calculated with ωB97M-V/def2-TZVPD.

```
11
Properties=species:S:1:pos:R:3:forces:R:3:mulliken_charge:R:1
C -0.58062 -0.37827 -1.07903 0.69 1.92 2.44 0.0297
C -0.93369 0.32761 1.13706 3.24 0.02 -1.58 -0.0712
N 0.36021 0.50930 1.28318 -0.68 -0.10 -0.62 -0.2079
N 1.23849 0.46190 0.24941 -1.10 0.75 1.37 -0.2282
N 0.66703 0.04865 -0.92306 -0.43 -1.99 -1.91 0.0832
N -1.46040 -0.03749 -0.11289 -2.27 -1.07 -0.76 -0.1227
I 4.28117 0.18555 1.21990 0.02 -0.04 -0.02 0.0404
H -0.91347 -0.98540 -1.86218 -0.17 -0.45 -1.52 0.4073
H -1.51203 0.32969 1.99749 -1.33 0.14 1.24 0.4406
H 1.37383 -0.18606 -1.65827 -0.75 0.29 0.85 0.2918
H -2.52050 -0.27548 -0.25161 2.79 0.52 0.50 0.3370
```
Positions in Å, forces in eV/Å.

Summary:
Total energy, eV: -16188.8626
Charge: +1
Maximum force, hartree/bohr: 0.0702


Below is a structure of composition C3H5NO2 at a distorted geometry, with properties calculated with ωB97M-V/def2-TZVPD.

```
11
Properties=species:S:1:pos:R:3:forces:R:3:mulliken_charge:R:1
C 0.21886 -0.17414 -0.59475 0.47 2.12 -0.66 0.0292
C 0.53232 0.08899 0.90117 0.32 0.49 -0.21 -0.5360
N -1.15599 -0.41664 -0.19739 -0.33 0.19 0.02 -0.3577
C -0.91155 0.56197 0.80169 -0.54 -1.02 0.42 0.5563
O 0.82903 -1.08822 -1.41936 0.02 -0.78 0.23 -0.5158
O -1.54865 1.49955 1.17271 -0.09 -0.09 0.27 -0.5433
H 1.78394 -0.96878 -1.37345 -0.09 0.02 -0.02 0.3282
H -1.92552 -0.36366 -0.85154 -0.01 0.34 -0.05 0.2482
H 0.24584 0.88088 -1.05920 0.33 -1.32 0.01 0.2436
H 1.29203 0.81731 1.16239 0.01 0.10 -0.04 0.2970
H 0.63970 -0.83725 1.45774 -0.10 -0.04 0.02 0.2503
```
Positions in Å, forces in eV/Å.

Summary:
Total energy, eV: -8775.9686
Charge: 0
Maximum force, hartree/bohr: 0.0442


Below is an isolated molecule of C4H7ClS at a distorted geometry, with properties calculated with ωB97M-V/def2-TZVPD.

```
13
Properties=species:S:1:pos:R:3:forces:R:3:mulliken_charge:R:1
C -1.14834 0.41274 1.25406 3.46 3.82 2.52 -0.9619
C -0.75589 -0.74385 0.39296 -3.29 -2.22 1.63 -0.0165
C 0.26993 -0.86091 -0.40902 1.32 -1.54 -0.48 0.3164
Cl 0.96660 -2.22876 -1.32161 -1.54 -1.19 0.84 -0.1892
C 1.21192 0.16345 -0.77360 4.93 -0.51 2.05 -0.9799
S 0.86484 0.59584 -2.46160 -2.57 2.01 1.69 -0.1391
H -2.21197 0.99687 1.19863 2.59 -2.16 0.38 0.2818
H -0.31433 1.28473 1.16713 -2.12 -1.39 -0.61 0.2164
H -0.59732 0.17631 2.36854 -2.77 0.22 -2.39 0.2745
H -1.47561 -1.59886 0.69940 1.59 0.89 -1.27 0.3118
H 2.36765 -0.26767 -0.49771 -3.08 1.35 -1.06 0.3455
H 1.06297 1.02564 -0.16761 0.36 0.74 0.50 0.3293
H -0.24046 1.04447 -1.44957 1.11 -0.03 -3.81 0.2110
```
Positions in Å, forces in eV/Å.

Summary:
Total energy, eV: -27614.8982
Charge: 0
Maximum force, hartree/bohr: 0.1117


Below is a cluster of 2 separate species, C2H3Cl2F2N in total at a distorted geometry, with properties calculated with ωB97M-V/def2-TZVPD.

```
10
Properties=species:S:1:pos:R:3:forces:R:3:mulliken_charge:R:1
C 1.16391 0.15599 -0.12210 -0.29 -3.50 0.16 -1.2535
C -0.22824 -0.54813 -0.02643 3.18 -1.18 2.34 0.9771
N -1.23660 0.17916 -0.65226 0.32 3.13 -0.67 -0.2345
F -0.14521 -1.79000 -0.62735 -0.58 0.82 -0.15 -0.2544
F -0.53141 -0.84460 1.30410 0.29 0.36 -1.18 -0.2896
Cl -2.71361 -0.17838 -0.25778 -1.75 -0.60 0.46 0.1717
Cl -0.87575 2.40114 0.75147 -0.31 -1.72 -1.14 -0.2318
H 1.90654 -0.68096 -0.04432 -0.67 0.48 -0.05 0.3489
H 1.35018 0.58861 -1.07586 -0.25 0.85 -0.48 0.3105
H 1.31019 0.71716 0.75053 0.06 1.36 0.72 0.4557
```
Positions in Å, forces in eV/Å.

Summary:
Total energy, eV: -34088.3336
Charge: 0
Maximum force, hartree/bohr: 0.0801


Below is an isolated molecule of C2H3N3S at a distorted geometry, with properties calculated with ωB97M-V/def2-TZVPD.

```
9
Properties=species:S:1:pos:R:3:forces:R:3:mulliken_charge:R:1
C 0.27999 -1.27402 0.19256 -1.24 -0.18 1.34 -0.0623
N -0.93440 -1.12581 0.53982 -1.19 0.73 0.47 -0.4928
N -1.59792 0.09584 0.28231 -1.23 -0.20 0.66 -0.0910
C -0.81307 1.23227 0.08851 -4.57 1.20 -0.09 0.0940
N 0.37928 1.39026 -0.12927 4.26 -1.36 -1.32 -0.3835
S 1.34739 -0.15848 -0.49723 -0.29 2.43 -0.11 -0.0506
H 0.68351 -2.14422 0.65493 0.56 -0.92 -0.29 0.3932
H -2.55260 0.21880 0.84243 3.19 -0.50 -1.71 0.2975
H -1.41934 2.18959 -0.07804 0.50 -1.20 1.05 0.2956
```
Positions in Å, forces in eV/Å.

Summary:
Total energy, eV: -17425.5002
Charge: 0
Maximum force, hartree/bohr: 0.0920


Relative energy (zero: lowest compared OMol25 entry of this formula, charge and spin) (kJ/mol)
588.1, 11.2, 81.0, 306.6, 166.5, 367.8, 190.1, 221.6